Entry 1:
C6H9F4NO | ωB97M-V/def2-TZVPD

Computed properties:
SMILES string   CC[C@]1(F)OCCN1C(F)(F)F
Molecular weight   187.136 g mol⁻¹
HOMO   -10.02 eV
HOMO-LUMO gap   10.824 eV
2S+1   1
ΔE to the lowest compared entry with this formula, charge and spin   0.000 eV
Maximum force   4.48 eV/Å
E_LUMO   0.81 eV

The geometry in XYZ format:
```
21
C6H9F4NO | the OMol25 dataset | ωB97M-V/def2-TZVPD
C -1.33 -0.22 -1.31
C -1.20 1.25 -1.37
C 0.66 0.58 -0.29
C -0.02 -2.06 -0.34
C 0.58 0.61 2.24
C 1.41 0.67 1.02
N -0.13 -0.68 -0.52
O -0.19 1.59 -0.50
F 1.67 0.71 -1.40
F -0.21 -2.39 0.93
F 1.21 -2.66 -0.58
F -0.82 -2.73 -1.10
H -2.28 -0.48 -0.74
H -1.40 -0.87 -2.28
H -0.96 1.71 -2.40
H -2.15 1.84 -1.04
H 1.35 0.44 3.01
H -0.21 -0.16 2.26
H -0.02 1.51 2.45
H 2.02 -0.24 1.02
H 2.00 1.57 0.93
```

Löwdin atomic charges, in units of e: C -0.107; C -0.199; C -0.410; C -0.688; C -0.090; C -0.156; N 0.100; O 0.008; F -0.029; F 0.150; F 0.105; F 0.196; H 0.141; H 0.159; H 0.149; H 0.159; H 0.090; H 0.079; H 0.085; H 0.126; H 0.130

Entry 2:
C6H9F9KO13PS3 | ωB97M-V/def2-TZVPD

Computed properties:
Molecular weight   626.380 g mol⁻¹
HOMO   -3.93 eV
HOMO-LUMO gap   7.522 eV
2S+1   1
ΔE to the lowest compared entry with this formula, charge and spin   0.000 eV
Maximum force   1.28 eV/Å
Charge   -2
E_LUMO   3.59 eV

The geometry in XYZ format:
```
42
C6H9F9KO13PS3 | the OMol25 dataset | ωB97M-V/def2-TZVPD
K -1.19 -0.36 0.57
C 2.78 1.98 1.45
F 4.00 2.50 1.23
F 2.37 2.41 2.67
F 1.93 2.56 0.54
S 2.71 0.10 1.38
O 3.82 -0.25 0.52
O 2.86 -0.27 2.75
O 1.41 -0.06 0.76
C -2.70 -1.29 5.43
F -2.54 -1.67 6.72
F -3.29 -2.32 4.79
F -3.59 -0.27 5.44
S -1.10 -0.78 4.66
O -1.56 -0.46 3.31
O -0.76 0.36 5.48
O -0.28 -1.93 4.79
C 0.22 -4.58 -1.33
F 1.16 -5.53 -1.48
F 0.67 -3.47 -1.95
F -0.87 -5.00 -2.03
S -0.19 -4.24 0.44
O 1.06 -3.87 1.00
O -1.16 -3.18 0.24
O -0.74 -5.49 0.90
C -1.79 0.52 -4.62
O -1.95 1.67 -3.77
P -0.82 1.96 -2.73
O -0.63 0.99 -1.66
O 0.47 2.08 -3.64
C 1.77 1.93 -3.04
O -1.18 3.41 -2.26
C -0.58 3.94 -1.07
H -0.98 -0.12 -4.26
H -1.61 0.87 -5.63
H -2.71 -0.06 -4.58
H 2.31 2.88 -3.10
H 2.31 1.19 -3.61
H 1.71 1.60 -2.01
H -1.28 4.65 -0.64
H 0.35 4.45 -1.30
H -0.40 3.15 -0.34
```

Löwdin atomic charges, in units of e: K 0.863; C -0.599; F 0.088; F 0.090; F 0.053; S 0.448; O -0.335; O -0.280; O -0.420; C -0.643; F 0.084; F 0.098; F 0.081; S 0.437; O -0.412; O -0.325; O -0.282; C -0.650; F 0.095; F 0.095; F 0.082; S 0.431; O -0.281; O -0.395; O -0.328; C -0.072; O -0.195; P 0.315; O -0.285; O -0.210; C -0.066; O -0.196; C -0.073; H 0.092; H 0.088; H 0.090; H 0.087; H 0.091; H 0.081; H 0.088; H 0.092; H 0.080

Entry 3:
C6H9HgO4 | ωB97M-V/def2-TZVPD

Computed properties:
<S²>   0.75
Molecular weight   345.724 g mol⁻¹
HOMO (spin up / spin down)   -8.14 / -8.63 eV
HOMO-LUMO gap (spin up / spin down)   8.641 / 7.165 eV
2S+1   2
ΔE to the lowest compared entry with this formula, charge and spin   4.866 eV
Maximum force   8.62 eV/Å
E_LUMO (spin up / spin down)   0.50 / -1.46 eV

The geometry in XYZ format:
```
20
C6H9HgO4 | the OMol25 dataset | ωB97M-V/def2-TZVPD
O 2.79 1.81 1.30
C 2.44 0.63 1.00
O 2.89 0.10 -0.05
O 1.36 0.18 1.61
C 0.03 0.61 1.25
Hg 4.23 1.59 -0.11
H 0.30 1.16 0.34
H -0.15 1.19 2.17
C -1.26 -0.54 1.68
C -1.65 -0.89 0.33
H -0.78 -1.33 2.26
H -2.07 -0.04 2.24
H -1.85 -1.95 0.13
C -1.22 -0.10 -0.72
C -1.09 -0.72 -2.09
O -0.38 0.17 -2.94
H -1.42 0.97 -0.75
H -2.10 -0.92 -2.49
H -0.56 -1.69 -2.01
H 0.47 -0.22 -3.16
```

Löwdin atomic charges, in units of e: O -0.177; C -0.836; O -0.188; O -0.034; C -0.087; Hg 0.983; H 0.123; H 0.108; C -0.083; C -0.143; H 0.113; H 0.103; H 0.110; C -0.110; C -0.268; O -0.071; H 0.128; H 0.121; H 0.125; H 0.083

Entry 4:
C6H9I | ωB97M-V/def2-TZVPD

Computed properties:
SMILES string   C/C=C/C=C(\C)I
Molecular weight   208.042 g mol⁻¹
HOMO   -8.17 eV
HOMO-LUMO gap   8.484 eV
2S+1   1
ΔE to the lowest compared entry with this formula, charge and spin   1.614 eV
Maximum force   6.86 eV/Å
E_LUMO   0.31 eV

The geometry in XYZ format:
```
16
C6H9I | the OMol25 dataset | ωB97M-V/def2-TZVPD
C -0.05 -0.55 0.07
C -1.66 -0.52 0.08
C 0.99 -1.53 -0.02
C -2.67 0.49 -0.04
C 2.43 -1.06 0.13
C -2.38 1.83 -0.35
I -4.65 -0.32 0.04
H 0.39 0.41 0.00
H -1.97 -1.57 0.18
H 0.89 -2.60 -0.22
H 3.19 -1.87 0.29
H 2.53 -0.38 0.97
H 2.75 -0.42 -0.63
H -1.48 1.68 -0.86
H -2.42 2.66 0.45
H -3.20 2.18 -1.08
```

Löwdin atomic charges, in units of e: C -0.060; C -0.140; C -0.117; C -0.793; C -0.128; C -0.195; I 0.780; H 0.054; H 0.053; H 0.081; H 0.081; H 0.069; H 0.046; H 0.053; H 0.120; H 0.096

Entry 5:
C6H9I | ωB97M-V/def2-TZVPD

Computed properties:
SMILES string   C[C@H]1[C@@]2(C)C[C@]12I
Molecular weight   208.042 g mol⁻¹
HOMO   -8.63 eV
HOMO-LUMO gap   9.171 eV
2S+1   1
ΔE to the lowest compared entry with this formula, charge and spin   1.701 eV
Maximum force   4.34 eV/Å
E_LUMO   0.55 eV

The geometry in XYZ format:
```
16
C6H9I | the OMol25 dataset | ωB97M-V/def2-TZVPD
C 0.92 -0.88 -0.95
C -0.87 0.06 0.24
C 0.66 0.19 0.12
C -0.11 0.13 -1.19
C -1.80 -1.06 0.69
C 1.49 1.24 0.72
I -0.44 1.59 -2.67
H 1.91 -0.94 -1.45
H 0.73 -1.96 -0.72
H -1.50 0.99 0.32
H -2.69 -0.60 0.98
H -1.40 -1.77 1.51
H -2.02 -1.80 -0.17
H 1.98 1.84 -0.06
H 2.29 0.83 1.29
H 0.88 2.12 1.33
```

Löwdin atomic charges, in units of e: C -0.107; C -0.233; C -0.383; C -0.775; C -0.087; C -0.056; I 0.801; H 0.111; H 0.106; H 0.125; H 0.032; H 0.100; H 0.102; H 0.067; H 0.054; H 0.145

Entry 6:
C6H9I2NO3 | ωB97M-V/def2-TZVPD

Computed properties:
Molecular weight   396.950 g mol⁻¹
HOMO   -9.01 eV
HOMO-LUMO gap   7.490 eV
2S+1   1
ΔE to the lowest compared entry with this formula, charge and spin   1.297 eV
Maximum force   5.03 eV/Å
E_LUMO   -1.52 eV

The geometry in XYZ format:
```
21
C6H9I2NO3 | the OMol25 dataset | ωB97M-V/def2-TZVPD
C 0.87 -1.21 -0.56
C 2.95 -2.34 0.27
C -0.16 1.39 0.28
C -1.83 0.16 -1.10
C -2.02 0.21 1.36
C -1.02 0.17 0.16
N 1.63 -2.35 0.00
O 1.23 -0.67 -1.54
O 2.72 -2.87 -0.88
O -0.12 -1.07 0.26
I 4.58 2.46 -0.33
I 4.16 -0.14 0.50
H -0.73 2.17 0.79
H 0.69 1.30 0.96
H 0.13 1.71 -0.69
H -2.37 -0.78 -1.10
H -1.34 0.26 -2.15
H -2.60 0.83 -0.95
H -2.69 1.14 1.22
H -2.63 -0.64 1.29
H -1.48 0.27 2.19
```

Löwdin atomic charges, in units of e: C -0.589; C -0.409; C -0.027; C -0.033; C 0.001; C -0.496; N 0.074; O 0.159; O 0.061; O 0.084; I -0.033; I 0.403; H 0.094; H 0.100; H 0.079; H 0.092; H 0.139; H 0.056; H 0.136; H 0.073; H 0.038

Entry 7:
C6H9IO3 | ωB97M-V/def2-TZVPD

Computed properties:
SMILES string   C[C@]1(I)OC1=O.CC(C)=O
Molecular weight   256.039 g mol⁻¹
HOMO   -9.35 eV
HOMO-LUMO gap   9.642 eV
2S+1   1
ΔE to the lowest compared entry with this formula, charge and spin   0.326 eV
Maximum force   3.73 eV/Å
E_LUMO   0.29 eV

The geometry in XYZ format:
```
19
C6H9IO3 | the OMol25 dataset | ωB97M-V/def2-TZVPD
C 1.96 1.81 -0.86
C 2.50 1.09 0.22
C -0.73 -0.27 -0.40
C 2.06 1.39 1.65
C -1.66 0.88 -0.17
C -0.95 -1.16 -1.53
O 3.16 2.15 -0.48
O 1.17 2.01 -1.70
O 0.20 -0.41 0.37
I 3.27 -0.88 -0.16
H 2.60 0.84 2.49
H 0.93 1.19 1.66
H 2.13 2.50 1.82
H -1.15 1.69 -0.58
H -2.00 1.07 0.87
H -2.66 0.75 -0.53
H -0.13 -1.69 -1.88
H -1.45 -0.72 -2.46
H -1.48 -2.10 -1.33
```

Löwdin atomic charges, in units of e: C -0.567; C -0.807; C -0.484; C -0.083; C -0.008; C -0.020; O 0.112; O 0.170; O -0.033; I 0.935; H 0.100; H 0.088; H 0.094; H 0.059; H 0.101; H 0.068; H 0.049; H 0.125; H 0.103

Entry 8:
C6H9N | ωB97M-V/def2-TZVPD

Computed properties:
SMILES string   Cc1ccc(C)[nH]1
Molecular weight   95.145 g mol⁻¹
HOMO   -7.64 eV
HOMO-LUMO gap   8.672 eV
2S+1   1
ΔE to the lowest compared entry with this formula, charge and spin   0.118 eV
Maximum force   0.56 eV/Å
E_LUMO   1.03 eV

The geometry in XYZ format:
```
16
C6H9N | the OMol25 dataset | ωB97M-V/def2-TZVPD
C -2.53 -0.27 -0.15
C -1.12 0.13 0.16
C -0.59 1.29 0.67
C 0.83 1.16 0.65
C 1.14 -0.05 0.08
C 2.45 -0.63 -0.38
N -0.06 -0.69 -0.17
H -2.97 -0.96 0.58
H -3.16 0.62 -0.19
H -2.57 -0.75 -1.13
H -1.17 2.16 1.00
H 1.56 1.93 0.91
H 2.27 -1.58 -0.92
H 2.94 0.11 -1.04
H 3.12 -0.84 0.46
H -0.16 -1.63 -0.53
```

Löwdin atomic charges, in units of e: C -0.046; C -0.338; C -0.064; C -0.068; C -0.331; C -0.041; N 0.082; H 0.073; H 0.077; H 0.073; H 0.100; H 0.099; H 0.073; H 0.081; H 0.073; H 0.156

Entry 9:
C6H9N | ωB97M-V/def2-TZVPD

Computed properties:
Molecular weight   95.145 g mol⁻¹
HOMO   -8.54 eV
HOMO-LUMO gap   9.741 eV
2S+1   1
ΔE to the lowest compared entry with this formula, charge and spin   3.074 eV
Maximum force   0.51 eV/Å
E_LUMO   1.20 eV

The geometry in XYZ format:
```
16
C6H9N | the OMol25 dataset | ωB97M-V/def2-TZVPD
C -1.29 1.50 -0.11
N -0.22 0.71 0.46
C -0.43 -0.79 0.53
C -0.07 -0.85 -0.98
C 0.88 0.27 -0.48
C 1.78 -0.45 0.53
C 0.89 -1.17 1.22
H -2.09 1.56 0.64
H -0.91 2.51 -0.29
H -1.75 1.14 -1.07
H -1.37 -1.17 0.93
H -0.89 -0.42 -1.58
H 0.30 -1.76 -1.45
H 1.32 1.02 -1.15
H 2.84 -0.31 0.69
H 1.01 -1.78 2.11
```

Löwdin atomic charges, in units of e: C -0.117; N -0.128; C -0.246; C -0.079; C -0.247; C -0.040; C -0.040; H 0.083; H 0.083; H 0.074; H 0.135; H 0.081; H 0.108; H 0.135; H 0.098; H 0.099

Entry 10:
C6H9N | ωB97M-V/def2-TZVPD

Computed properties:
SMILES string   CC=C=CN1CC1
Molecular weight   95.145 g mol⁻¹
HOMO   -8.32 eV
HOMO-LUMO gap   9.437 eV
2S+1   1
ΔE to the lowest compared entry with this formula, charge and spin   3.189 eV
Maximum force   0.29 eV/Å
E_LUMO   1.12 eV

The geometry in XYZ format:
```
16
C6H9N | the OMol25 dataset | ωB97M-V/def2-TZVPD
C -0.62 -0.17 -2.87
C -1.10 0.50 -1.61
C -0.43 0.74 -0.51
C 0.02 1.08 0.68
N -0.06 0.26 1.83
C 1.17 -0.10 2.50
C 0.40 -1.11 1.72
H -0.53 0.57 -3.68
H -1.36 -0.91 -3.21
H 0.34 -0.67 -2.75
H 0.44 2.07 0.86
H -2.14 0.83 -1.60
H 1.13 -0.09 3.58
H 2.11 0.26 2.06
H 0.81 -1.41 0.76
H -0.20 -1.86 2.23
```

Löwdin atomic charges, in units of e: C -0.110; C -0.168; C -0.030; C -0.147; N -0.108; C -0.142; C -0.139; H 0.072; H 0.069; H 0.071; H 0.116; H 0.104; H 0.099; H 0.106; H 0.106; H 0.102

Entry 11:
C6H9N | ωB97M-V/def2-TZVPD

Computed properties:
Molecular weight   95.145 g mol⁻¹
HOMO   -7.31 eV
HOMO-LUMO gap   7.496 eV
2S+1   1
ΔE to the lowest compared entry with this formula, charge and spin   7.596 eV
Maximum force   0.49 eV/Å
E_LUMO   0.19 eV

The geometry in XYZ format:
```
16
C6H9N | the OMol25 dataset | ωB97M-V/def2-TZVPD
C 1.75 -0.44 -0.30
N 0.74 0.34 -0.12
C -0.25 0.67 1.00
C -1.01 1.49 -0.05
C -0.55 0.33 -0.95
C -1.21 -0.95 -0.36
C -1.02 -0.64 0.95
H 2.06 -0.64 -1.32
H 2.44 -0.65 0.51
H 0.84 -2.08 -0.54
H 0.17 1.08 1.93
H -0.52 2.44 -0.30
H -2.08 1.60 0.11
H -0.41 0.44 -2.03
H -0.03 -2.00 -0.57
H -1.11 -1.30 1.81
```

Löwdin atomic charges, in units of e: C 0.001; N -0.076; C -0.208; C -0.080; C -0.247; C -0.134; C -0.150; H 0.090; H 0.100; H 0.077; H 0.136; H 0.111; H 0.114; H 0.130; H 0.050; H 0.088

Entry 12:
C6H9N | ωB97M-V/def2-TZVPD

Computed properties:
Molecular weight   95.145 g mol⁻¹
HOMO (spin up / spin down)   -8.17 / -7.92 eV
HOMO-LUMO gap (spin up / spin down)   7.742 / 7.684 eV
2S+1   1
ΔE to the lowest compared entry with this formula, charge and spin   4.612 eV
Maximum force   0.42 eV/Å
E_LUMO (spin up / spin down)   -0.43 / -0.23 eV

The geometry in XYZ format:
```
16
C6H9N | the OMol25 dataset | ωB97M-V/def2-TZVPD
C 2.32 -0.52 0.08
C 1.17 0.48 0.12
C -0.08 -0.06 -0.40
C -1.40 0.20 0.00
C -2.52 -0.77 -0.22
C -1.51 1.55 0.14
N 1.29 1.67 0.60
H 3.28 -0.03 0.25
H 2.17 -1.29 0.84
H 2.36 -1.02 -0.90
H 0.03 -0.80 -1.20
H -3.47 -0.25 -0.29
H -2.56 -1.49 0.61
H -2.36 -1.35 -1.14
H -0.75 2.11 0.72
H 2.22 1.79 1.00
```

Löwdin atomic charges, in units of e: C -0.049; C -0.427; C -0.033; C -0.432; C -0.060; C 0.223; N 0.115; H 0.074; H 0.086; H 0.077; H 0.114; H 0.077; H 0.083; H 0.081; H 0.015; H 0.056

Entry 13:
C6H9N | ωB97M-V/def2-TZVPD

Computed properties:
SMILES string   Cc1c[nH]c(C)c1
Molecular weight   95.145 g mol⁻¹
HOMO   -7.80 eV
HOMO-LUMO gap   8.855 eV
2S+1   1
ΔE to the lowest compared entry with this formula, charge and spin   0.073 eV
Maximum force   0.19 eV/Å
E_LUMO   1.05 eV

The geometry in XYZ format:
```
16
C6H9N | the OMol25 dataset | ωB97M-V/def2-TZVPD
C -2.47 0.32 -0.77
C -1.09 0.09 -0.23
C 0.15 0.27 -0.79
C 1.13 -0.08 0.18
C 2.62 -0.05 0.00
C 0.45 -0.46 1.31
N -0.89 -0.36 1.05
H -2.93 1.22 -0.35
H -2.42 0.46 -1.86
H -3.13 -0.53 -0.58
H 0.34 0.62 -1.80
H 3.14 0.28 0.90
H 2.90 0.63 -0.81
H 3.02 -1.04 -0.26
H 0.81 -0.80 2.27
H -1.63 -0.57 1.71
```

Löwdin atomic charges, in units of e: C -0.043; C -0.336; C -0.024; C -0.299; C -0.066; C -0.093; N 0.045; H 0.076; H 0.077; H 0.075; H 0.108; H 0.072; H 0.071; H 0.074; H 0.113; H 0.150

Entry 14:
C6H9N | ωB97M-V/def2-TZVPD

Computed properties:
Molecular weight   95.145 g mol⁻¹
HOMO   -8.26 eV
HOMO-LUMO gap   9.318 eV
2S+1   1
ΔE to the lowest compared entry with this formula, charge and spin   5.785 eV
Maximum force   2.95 eV/Å
E_LUMO   1.05 eV

The geometry in XYZ format:
```
16
C6H9N | the OMol25 dataset | ωB97M-V/def2-TZVPD
C 2.70 0.88 0.47
C 1.88 0.02 -0.07
C 1.27 -0.85 -0.82
C -0.26 -1.11 -0.83
N -0.97 -0.53 0.31
C -2.38 -0.20 0.12
C -1.35 0.87 0.20
H 2.72 1.85 0.02
H 2.41 -1.22 -0.45
H 3.37 0.61 1.28
H -0.66 -0.70 -1.78
H -0.48 -2.18 -0.86
H -3.04 -0.39 0.96
H -2.84 -0.37 -0.86
H -1.12 1.39 -0.73
H -1.25 1.47 1.10
```

Löwdin atomic charges, in units of e: C -0.018; C -0.232; C -0.044; C -0.202; N -0.124; C -0.152; C -0.160; H 0.056; H 0.186; H 0.054; H 0.114; H 0.110; H 0.100; H 0.102; H 0.108; H 0.102